The following is a quantum chemistry calculation of C4H5NO2 as an isolated structure, from OMol25.

Structure (XYZ):
```
12
Properties=species:S:1:pos:R:3:forces:R:3
N 0.93079 -1.39572 0.23123 -0.1072 -0.0827 -0.0038
C 0.06224 -0.29898 0.02757 -0.0147 -0.0171 0.0769
C 0.15105 0.64259 -1.16420 -0.0251 0.0662 -0.1349
C 0.22080 1.20153 0.19858 0.3228 0.1851 -0.0113
O -1.10895 1.33248 0.74617 -0.1074 -0.0023 0.0722
C -1.21776 -0.04655 0.77896 -0.3855 -0.4417 0.2969
O -1.99369 -0.70406 1.40164 0.3060 0.3575 -0.4360
H 0.82820 -2.08304 -0.50741 0.0189 0.0788 0.0587
H 0.70165 -1.85541 1.10794 0.1579 0.0639 -0.0734
H 1.11537 0.61292 -1.66621 -0.1457 -0.1845 0.0383
H -0.70844 0.82094 -1.80585 0.0980 0.0266 0.1698
H 1.01874 1.77330 0.65158 -0.1181 -0.0498 -0.0534
```
Forces are in eV/Å.

Properties
**Energy above the lowest of the compared OMol25 structures with the same formula, charge and spin**: 1.894 eV
**HOMO energy**: -9.587 eV
**Kohn-Sham gap**: 10.50 eV